Density functional theory data (the ωB97M-V functional and the def2-TZVPD basis) for C37H53ClIrN4O3P3SSi2 as an isolated structure in a non-equilibrium geometry.

```
105
Properties=species:S:1:pos:R:3:forces:R:3
Ir -0.46323 0.00764 -0.15478 -1.2 0.5 -0.3
C -2.27034 1.81258 3.03618 -0.1 0.3 0.0
Si -1.71777 0.07208 3.29315 0.2 -0.1 -0.1
C -1.14288 -0.00497 5.06503 0.1 0.0 0.2
C -3.18642 -1.06483 3.16208 -0.2 -0.2 0.0
N -0.47541 -0.37829 2.12780 0.0 0.1 -0.1
P 1.02278 -0.83315 2.40348 0.2 0.2 0.2
C 1.76725 -1.21395 0.85067 -0.1 -0.1 0.0
P 1.24292 -2.34440 -0.39330 0.2 -0.5 0.0
N -0.33687 -2.15384 -0.51527 0.3 0.2 -0.1
Si -1.66876 -3.20062 -1.01611 0.1 0.2 0.1
C -1.07411 -4.66076 -1.99651 0.1 -0.2 -0.1
C -2.87419 -2.26346 -2.07021 -0.1 0.2 -0.1
C -2.58944 -3.77906 0.49205 -0.1 -0.1 0.2
C 2.28829 -2.03515 -1.81979 0.1 0.1 -0.1
C 3.20641 -0.98993 -1.82153 0.0 0.0 0.0
C 4.03441 -0.79632 -2.92243 0.0 -0.1 0.0
C 3.93977 -1.64208 -4.01760 0.0 0.0 0.1
C 3.01081 -2.67977 -4.02376 0.0 0.0 0.0
C 2.18690 -2.87524 -2.92911 0.0 0.0 0.0
C 1.68107 -4.00874 0.16028 0.1 -0.1 0.1
C 2.90038 -4.59977 -0.17746 0.0 0.1 0.0
C 3.21150 -5.86794 0.29118 0.0 0.0 0.0
C 2.31558 -6.54944 1.10176 0.0 0.0 0.0
C 1.10883 -5.96044 1.45865 0.0 0.0 0.0
C 0.79502 -4.69420 0.99348 0.1 0.0 0.0
C 2.12052 0.33562 3.21637 0.2 0.0 0.0
C 2.18336 0.37130 4.61156 0.0 0.0 0.0
C 3.00835 1.28582 5.24404 0.0 0.0 0.0
C 3.78797 2.15570 4.49013 0.0 0.0 0.0
C 3.75101 2.10578 3.10512 0.0 0.0 0.0
C 2.92202 1.19522 2.46554 0.0 0.0 0.1
C 1.19482 -2.35608 3.35247 0.0 -0.1 0.1
C 2.47562 -2.86129 3.59360 0.0 0.0 0.0
C 2.63117 -4.04054 4.30064 0.0 0.0 0.0
C 1.51166 -4.71513 4.77888 0.0 0.0 0.0
C 0.23914 -4.22167 4.53600 0.0 0.0 0.0
C 0.08018 -3.04592 3.81315 0.0 -0.1 -0.1
H -3.11669 2.02989 3.69882 0.1 0.0 0.0
H -2.57674 2.02849 2.01595 0.0 0.0 0.0
H -1.45878 2.50336 3.28789 -0.1 0.0 0.0
H -2.04175 0.14297 5.67474 0.1 0.0 0.0
H -0.45011 0.80615 5.30184 -0.1 0.0 0.0
H -0.69214 -0.95050 5.37376 0.0 0.0 0.0
H -3.89781 -0.79925 3.95219 0.0 0.0 -0.1
H -2.92117 -2.11580 3.30310 -0.1 0.0 0.0
H -3.71376 -0.98390 2.20961 0.0 0.0 0.1
H -0.81752 -4.36169 -3.01758 0.0 0.0 0.1
H -1.89804 -5.38068 -2.06391 0.1 0.0 0.0
H -0.22119 -5.17900 -1.55213 -0.1 0.0 0.0
H -2.54026 -2.22035 -3.10802 0.0 0.0 0.0
H -3.03206 -1.23633 -1.73142 0.0 -0.1 -0.1
H -3.83987 -2.78149 -2.03958 0.1 0.1 0.0
H -2.07100 -4.58458 1.02023 -0.1 0.1 0.0
H -3.57155 -4.16492 0.19630 0.1 0.0 0.1
H -2.74831 -2.95701 1.19589 0.0 -0.1 0.0
H 3.26596 -0.31183 -0.97896 0.0 0.0 0.0
H 4.75643 0.01090 -2.91646 0.0 0.0 0.0
H 4.59608 -1.50117 -4.86813 0.0 0.0 0.0
H 2.93826 -3.34085 -4.87827 0.0 0.0 0.0
H 1.46466 -3.68419 -2.93529 0.0 0.0 0.0
H 3.61004 -4.07419 -0.80256 0.0 0.0 0.0
H 4.15454 -6.32522 0.01942 0.0 0.0 0.0
H 2.56005 -7.54154 1.45975 0.0 0.0 0.0
H 0.41419 -6.48707 2.10098 0.0 0.0 0.0
H -0.14120 -4.23281 1.27427 0.1 0.0 0.0
H 1.60619 -0.32718 5.20466 0.0 0.0 0.0
H 3.05289 1.31303 6.32501 0.0 0.0 0.0
H 4.43606 2.86615 4.98729 0.0 0.0 0.0
H 4.36811 2.77467 2.51915 0.0 0.0 0.0
H 2.88162 1.17254 1.38666 0.0 0.0 0.0
H 3.34870 -2.33011 3.22910 0.0 0.0 0.0
H 3.62245 -4.43388 4.48503 0.0 0.0 0.0
H 1.63574 -5.63317 5.33939 0.0 0.0 0.0
H -0.63058 -4.75242 4.90275 0.0 0.0 0.0
H -0.91149 -2.67930 3.58930 0.0 0.0 0.0
S -0.29846 -0.41062 -3.09942 0.0 0.0 -0.2
C 0.83930 0.49172 -3.96281 0.2 0.1 0.1
N 1.32888 0.14658 -5.16320 -0.1 0.0 -0.1
C 2.36203 1.05731 -5.65055 -0.1 0.0 0.1
C 2.45538 2.08763 -4.50139 -0.2 -0.1 0.1
N 1.40879 1.63970 -3.58232 0.0 -0.1 -0.1
H 1.00148 -0.67175 -5.64375 0.0 0.0 0.0
H 2.06947 1.52338 -6.58945 0.0 0.0 0.0
H 3.30240 0.52912 -5.80363 0.0 0.0 0.0
H 2.25680 3.09911 -4.84858 0.0 0.0 0.0
H 3.43126 2.07677 -4.01622 0.0 0.0 0.0
H 1.34387 1.92267 -2.61124 0.0 0.1 0.0
C -2.31223 2.22101 -3.51618 0.0 0.1 0.1
O -1.63744 2.54866 -2.28443 0.1 -0.1 -0.2
P -1.85126 1.82242 -0.89840 0.2 -0.4 0.2
O -3.39131 1.42248 -0.98708 -0.1 -0.2 0.0
C -4.00127 0.46563 -0.11384 0.0 0.2 0.0
O -1.86959 3.05956 0.08714 0.1 0.1 0.2
C -1.03568 4.23288 0.01519 -0.1 0.0 -0.1
H -2.99384 3.03655 -3.74494 0.0 0.0 0.0
H -2.86288 1.28900 -3.43678 0.0 0.0 0.0
H -1.55763 2.13142 -4.29062 0.0 0.0 0.0
H -4.75387 -0.06691 -0.68676 0.0 0.0 0.0
H -4.46628 0.98481 0.72179 0.0 0.0 0.0
H -3.26691 -0.24703 0.26667 0.1 0.0 0.0
H -1.19233 4.76918 0.94581 0.0 0.0 0.0
H -1.34961 4.84759 -0.82626 0.0 0.0 0.0
H 0.00992 3.95579 -0.08312 0.0 0.0 0.0
Cl 1.35134 1.71802 -0.46979 0.2 0.0 0.2
```
Forces are in eV/Å.

Values from the calculation:
E_tot = -121148.5584 eV
charge = +1
expectation value of S² = 8.772
HOMO level (alpha / beta) = -9.47 / -10.55 eV
2S+1 = 6